# 1
Below is C56H57N6O2P2PtSSi2 as an isolated structure, with properties calculated with the ωB97M-V functional and the def2-TZVPD basis.

XYZ file:
```
127
Properties=species:S:1:pos:R:3:lowdin_charge:R:1
H 2.82711 -7.99495 2.73800 0.094
C 4.80487 2.61758 0.94012 -0.083
C -3.76566 -7.42471 0.18245 -0.087
C 0.17934 -5.84096 0.91611 -0.153
H -3.65660 4.38143 5.52220 0.093
H 6.14373 3.72700 2.19132 0.098
C -7.62626 1.44423 -0.00813 -0.142
C 1.58709 -2.94484 4.81118 -0.086
P -0.11021 2.03842 1.71035 0.634
C 0.31129 0.47102 2.36690 -0.470
N -0.50673 -2.71442 -0.45182 0.068
H 1.16262 3.89952 3.64246 0.111
C -0.74182 -3.49482 0.63838 -0.456
C 2.36733 4.84604 0.09645 -0.095
H -1.72157 4.47480 1.70317 0.083
C 1.00240 -6.70069 0.20006 -0.049
H -2.52936 2.24110 6.03227 0.095
C 3.30428 1.11174 2.07051 -0.291
C -4.89792 -1.76243 0.98345 -0.523
Si -1.90625 2.60437 -0.71865 0.329
Si 2.79755 -1.73581 -0.42092 0.373
H 3.57895 -4.04865 0.23207 0.030
C -4.19499 -1.09807 1.98322 -0.064
C -1.26539 2.78279 2.93127 -0.297
H 4.94385 -1.31564 0.81748 0.009
H 1.96457 -4.09562 -0.47346 0.013
C 1.25002 -6.55225 2.95099 -0.075
H 4.91520 -0.35478 -0.66076 0.014
H -2.85825 1.56564 -2.79074 0.019
C -2.35894 2.73001 5.08057 -0.094
C 4.64783 -1.32134 -0.23324 -0.177
H -0.87646 -5.54330 -1.87191 0.138
N -0.75130 1.81270 0.26216 -0.333
H -1.23472 2.17540 -3.10624 0.018
H 3.10425 -4.00466 5.90571 0.094
C 0.29217 -5.78986 2.30250 -0.016
N -2.41020 -0.60742 0.46575 -0.091
H 3.44755 6.43540 1.05177 0.095
H 5.24746 -2.08040 -0.74029 0.024
H 5.17534 3.05685 0.02241 0.105
H -6.68513 0.61489 1.73887 0.109
H -8.79515 -0.10761 -2.59368 0.103
H -4.15770 1.60446 -0.27700 0.003
N 1.79057 -0.63692 0.45634 -0.371
C 3.68388 -1.62759 3.56510 -0.099
H -4.61320 -1.00337 2.97579 0.111
H 0.76467 -3.46189 5.29142 0.100
H -3.28062 5.48382 3.34416 0.098
C 2.78765 5.58745 1.19077 -0.104
C -4.41071 -5.55320 1.53084 -0.079
H 2.70391 5.10749 -0.90005 0.102
H -2.41845 0.03853 2.41487 0.097
C 2.34942 -1.51024 -2.24091 -0.167
C 2.37165 -1.30617 3.22681 -0.279
H -8.02026 -2.09880 -1.29552 0.101
C 5.34565 2.99525 2.15958 -0.094
C 1.52390 3.76240 0.28029 -0.114
H -0.49411 4.52962 -1.53060 0.009
H 2.31548 -0.45067 -2.50150 0.025
H 1.35347 -6.48387 4.02586 0.098
C -4.71047 -6.78384 0.97111 -0.099
C 2.62124 -3.52676 0.18557 -0.146
C -8.32983 0.01076 -1.62103 -0.151
H 4.96729 -2.83120 4.79035 0.096
C 4.86353 2.43916 3.33549 -0.090
H 2.70246 5.81145 3.32440 0.098
C 2.08314 -7.39452 2.22974 -0.100
H -3.70423 2.66559 1.05394 0.009
H -7.53586 2.47463 0.31627 0.107
H -1.60014 5.10442 -0.29244 0.006
H 1.36855 -1.93566 -2.45393 -0.010
N -0.62184 -4.83733 -1.20512 0.145
C -0.51218 -3.51181 -1.57948 -0.575
C -7.15930 0.41322 0.78830 -0.075
H 0.91729 -6.75483 -0.87726 0.108
C -1.90456 3.98958 2.65345 -0.100
H 2.58009 -8.14293 0.28040 0.097
C 1.50842 4.16719 2.65076 -0.078
C 2.36574 5.24118 2.46687 -0.091
C -3.68433 2.55881 -0.03209 -0.175
S -6.58804 -2.26106 1.22824 0.966
C -3.07509 -1.28586 -0.48410 -0.111
N -8.20402 1.26359 -1.19451 0.059
H -0.35282 -5.12555 2.85933 0.112
O -0.42913 -3.15001 -2.73849 0.027
H -4.30198 3.35268 -0.45904 0.022
C -4.30491 -1.86642 -0.27151 -0.056
C 3.94357 -2.59050 4.52986 -0.093
H -1.00611 1.21157 4.34430 0.079
C -1.50464 2.15408 4.14844 -0.101
H -1.44277 0.66826 -2.21428 -0.004
C -2.23717 -5.58392 0.49824 -0.119
H -5.67312 -7.24553 1.15010 0.096
C -7.90205 -1.09674 -0.90716 -0.087
H -2.19583 4.77836 -1.91399 0.019
C 2.89676 -3.25004 5.15607 -0.103
C -1.85536 1.66705 -2.36652 -0.180
C 1.32460 -1.97988 3.85220 -0.089
H -5.14279 -5.04281 2.14468 0.091
C 1.07390 3.42897 1.55371 -0.280
C -2.99201 3.93064 4.79508 -0.107
H 0.30991 -1.73544 3.56832 0.073
H -2.94264 -4.00276 1.75496 0.101
C -2.53776 -6.82893 -0.04986 -0.030
C -3.17885 -4.95390 1.29987 -0.012
H 1.18036 3.15673 -0.54882 0.095
C -2.97629 -0.53064 1.68094 -0.099
C 3.77868 1.68727 0.89798 -0.108
C 3.84353 1.50359 3.29356 -0.092
H -2.60478 -1.33942 -1.45705 0.112
H 5.28589 2.74001 4.28676 0.098
H 2.18012 -3.54754 1.18514 0.026
H -4.82230 -2.36789 -1.07761 0.117
Pt -0.36224 -0.59391 0.44977 0.970
P 1.91726 -0.06350 1.96232 0.657
O -0.86393 -3.12539 1.80015 -0.001
C -2.77166 4.55546 3.57407 -0.090
C -7.29865 -0.89094 0.32766 -0.516
H -1.79499 -7.34667 -0.64599 0.112
C -0.86426 -4.98081 0.20759 -0.276
H 3.32972 1.38228 -0.03848 0.098
C -1.50697 4.42525 -1.14115 -0.189
H -3.98535 -8.39152 -0.25233 0.098
H 4.50959 -1.11651 3.08522 0.093
C 1.94668 -7.47773 0.85402 -0.089
H 3.07425 -1.99872 -2.89744 0.024
H 3.46488 1.06273 4.20785 0.110
```

Results
Total charge ... -1
LUMO level ... 0.0670 Ha
Frontier orbital gap ... 0.1937 Ha


# 2
Below is one molecule with the formula C3H12N9OP, with properties calculated with the ωB97M-V functional and the def2-TZVPD basis.

XYZ file:
```
26
Properties=species:S:1:pos:R:3:lowdin_charge:R:1
H 3.09023 1.58605 -0.94049 0.093
N 1.42974 -0.42427 0.50844 -0.193
N 2.68644 -0.89910 0.08259 -0.007
N -1.46460 -2.00958 0.00094 -0.229
N -1.73622 1.60481 0.38235 -0.189
C -2.71947 0.83664 -0.22668 -0.127
P 0.28507 0.00882 -0.72813 0.536
H -3.14335 0.12053 0.55145 0.107
N 2.60234 0.29583 0.77194 -0.151
H -2.32563 0.35365 -1.15651 0.079
H 2.21901 2.26929 0.37873 0.045
H -1.87714 -2.59903 1.86706 0.081
N -0.34623 1.28586 0.19730 -0.160
N -0.56968 -2.71624 -0.83754 0.098
H 2.82887 -0.82905 -0.91695 0.088
C -1.12243 -1.96127 1.42452 -0.087
H -1.10506 2.34645 -1.40709 0.123
H -1.39704 -1.05046 1.88372 0.053
N -0.91633 2.43748 -0.37081 0.022
H 0.44541 -2.83451 -0.54558 0.104
C 2.93773 1.56851 0.16059 -0.070
H -3.53042 1.51956 -0.34878 0.081
O 0.85347 0.49001 -2.01870 -0.309
H -0.03297 -2.16355 1.64234 0.091
N -0.91686 -1.12536 -0.96551 -0.143
H 3.82511 1.88891 0.61080 0.063
```

Results
Total charge ... 0
LUMO level ... 0.0131 Ha
Frontier orbital gap ... 0.3525 Ha


# 3
Below is an isolated ion of composition C3H3O3 and charge +1, with properties calculated with the ωB97M-V functional and the def2-TZVPD basis.

XYZ file:
```
9
Properties=species:S:1:pos:R:3:lowdin_charge:R:1
H 2.02540 -1.63439 0.21530 0.206
C 1.28621 -0.89107 -0.03010 0.039
C -0.62806 -0.13513 -0.03119 -0.192
H 0.14850 2.00534 0.01166 0.148
O -2.14874 -0.22224 -0.01536 0.118
O 0.02860 -1.25431 -0.00635 0.275
H -2.26154 0.73434 0.06520 0.107
C 0.15246 0.98488 -0.12486 0.119
O 1.39717 0.41257 -0.08430 0.180
```

Results
Total charge ... +1
LUMO level ... -0.2188 Ha
Frontier orbital gap ... 0.3618 Ha


# 4
Below is C22H42InNP3S as an isolated structure, with properties calculated with the ωB97M-V functional and the def2-TZVPD basis.

XYZ file:
```
70
Properties=species:S:1:pos:R:3:lowdin_charge:R:1
H -2.55188 -4.79818 -3.05478 0.138
H 2.69460 -2.00654 2.25242 0.043
C 4.26359 2.54578 -0.82561 -0.003
H 1.82674 -0.96783 -3.55941 0.041
H 3.60910 3.69223 2.32872 0.131
H 1.30187 -0.11498 5.01074 0.065
C -1.30522 2.89856 2.64869 -0.233
S -2.01185 0.55422 -2.00505 0.899
H -2.22288 3.37169 3.02384 0.078
H -1.40707 2.60352 -3.68246 0.110
H -2.33696 3.22388 -2.23458 0.096
H -4.28886 -1.50455 -2.97248 0.165
C -3.10775 2.36012 0.54582 -0.267
H 0.98769 -2.88775 0.59684 0.014
C -3.16734 1.40819 -3.10670 -0.298
H 2.71143 1.61224 -2.04246 0.117
C -1.45496 -1.61502 -3.60300 -0.093
C -3.20618 -3.04248 -1.95180 -0.021
H -2.21617 0.22947 3.52789 0.042
P -1.77070 1.56110 1.49852 0.705
H -3.73219 -3.55292 -1.14163 0.127
C -2.32913 -0.97278 -2.76575 -0.504
C -2.70448 0.39658 2.55899 -0.226
H -1.17900 -3.49826 -4.66413 0.133
H 4.08011 -0.81573 -1.28922 0.055
C 3.48455 3.24278 1.34955 0.008
C 2.98357 2.07647 -1.09841 -0.125
H 3.53715 -0.81040 0.40748 0.013
N 1.98307 2.18128 -0.19707 -0.103
H 0.03712 -2.82956 2.52077 0.034
H -3.64076 1.61411 -0.06664 0.032
C -2.05958 2.36542 -2.83888 -0.109
H 1.68489 -3.75687 -0.80597 0.080
H 1.36645 2.87248 1.66685 0.085
H -0.28045 0.60427 4.59835 0.038
C 2.03734 -1.83387 -2.91206 -0.230
H -3.80653 2.81948 1.26232 0.077
H -2.82320 -0.56779 2.04816 0.055
H 5.01978 2.44572 -1.60168 0.136
P 0.77986 -0.51083 2.66684 0.769
H 2.71884 -1.32962 3.91376 0.066
In 0.21580 0.83016 -0.18586 0.534
P 1.70462 -1.34970 -1.14919 0.761
H 5.50115 3.47963 0.65815 0.134
H 0.32487 -2.34669 4.21803 0.074
C 2.21738 2.77015 0.99846 -0.124
C -2.49356 -3.70011 -2.93893 -0.051
H -0.55129 -1.13870 -4.00129 0.117
H -0.71362 3.65057 2.11122 0.052
H 1.22918 1.41497 4.09916 0.042
C -0.08431 -2.02628 3.25235 -0.250
C 3.45293 -1.33971 -0.55171 -0.246
H 0.04084 -3.07415 -0.89718 0.043
H 3.82098 -2.37383 -0.43802 0.079
H -3.70715 0.81110 2.73713 0.077
H -0.71843 2.51939 3.49393 0.032
C -1.64559 -2.98138 -3.82072 -0.039
H 3.08876 -2.14955 -3.04649 0.073
H -2.68585 3.13912 -0.10551 0.045
C 2.52051 -1.10223 2.85263 -0.273
C 1.04925 -2.91762 -0.49630 -0.247
H -4.09544 1.52193 -2.55067 0.105
H -1.15241 -1.81989 3.35901 0.028
H -3.24355 0.99133 -4.11544 0.129
H -3.89932 -1.04165 -1.31321 0.117
C 0.74395 0.44423 4.24806 -0.266
C -3.52747 -1.60818 -2.17386 -0.184
H 3.21242 -0.31376 2.52216 0.039
H 1.37371 -2.66892 -3.18604 0.047
C 4.51701 3.11610 0.41334 0.010
```

Results
Total charge ... +3
LUMO level (spin up / spin down) ... -0.3662 / -0.3654 Ha
Frontier orbital gap (spin up / spin down) ... 0.2078 / 0.1890 Ha


Per-record energy relative to the best compared isomer or geometry (same formula, charge and spin), eV: 2.660; 0.985; 1.337; 1.673
Per-record F_max, eV Å⁻¹: 3.0; 3.3; 8.4; 3.0